Entry 1:
The following is a DFT calculation (ωB97M-V/def2-TZVPD) of a cluster of 2 separate species, C6H9N in total.

Last column: natural (NBO) charge in e.
Cartesian coordinates (Å):
C -0.420 1.053 -1.521  -0.053
N 0.057 0.692 -0.384  -0.265
C -0.645 0.326 0.850  -0.149
C -0.305 -1.158 0.959  -0.249
C 0.643 -1.503 -0.187  -0.376
C 1.242 -0.083 0.052  -0.037
C 0.652 -0.119 1.474  -0.295
H 0.230 1.395 -2.319  0.193
H -2.017 2.214 -0.165  -0.103
H -1.485 0.971 -1.695  0.214
H -1.870 1.714 0.406  0.053
H -0.944 -1.835 1.514  0.227
H 0.221 -1.654 -1.193  0.183
H 1.332 -2.314 0.062  0.212
H 2.233 0.212 -0.301  0.213
H 1.074 0.090 2.449  0.232

Summary:
LUMO (spin up / spin down) = 0.228 / 0.229 eV
HOMO energy (spin up / spin down) = -7.4 / -7.4 eV
energy above the lowest of the compared OMol25 structures with the same formula, charge and spin = 7.331 eV
HOMO-LUMO gap (spin up / spin down) = 7.6210 / 7.6224 eV
max |F| = 0.55 eV Å⁻¹
total charge = 0

=====

Entry 2:
The following is a DFT calculation (ωB97M-V/def2-TZVPD) of a cluster of 3 separate species, C4H13NO2 in total at a distorted geometry.

Last column: natural (NBO) charge in e.
Cartesian coordinates (Å):
C 0.168 -1.117 0.481  -0.426
C -1.035 -0.322 -0.066  -0.439
C -1.690 0.357 1.120  -0.255
N -0.769 0.223 2.274  -0.613
C -0.111 -1.084 2.001  -0.234
H 1.193 -0.765 0.340  0.194
H 0.214 -2.050 -0.045  0.210
H -1.761 -1.029 -0.499  0.205
H -0.624 0.221 -0.910  0.214
H -1.958 1.421 0.930  0.204
H -2.701 0.077 1.416  0.201
H -0.117 1.000 2.268  0.354
H -0.723 -1.973 2.272  0.187
H 0.770 -1.185 2.621  0.200
O -3.039 2.306 -3.826  -0.957
H -2.493 1.578 -3.558  0.478
H -3.376 2.268 -4.715  0.479
O 6.240 0.076 -1.016  -0.941
H 6.508 0.182 -0.086  0.471
H 5.303 -0.185 -1.002  0.470

Summary:
LUMO = 0.534 eV
HOMO energy = -9.1 eV
energy above the lowest of the compared OMol25 structures with the same formula, charge and spin = 1.313 eV
HOMO-LUMO gap = 9.6513 eV
max |F| = 2.65 eV Å⁻¹
total charge = 0
SMILES = C1CCNC1.O.O

=====

Entry 3:
The following is a DFT calculation (ωB97M-V/def2-TZVPD) of a structure of composition C4H6ErO2 at a distorted geometry.

Last column: Löwdin spin population.
Cartesian coordinates (Å):
C 0.282 0.188 -0.849  0.044
O 0.097 -0.254 -2.053  0.048
H 0.835 1.136 -0.883  0.001
H -0.177 -1.181 -2.152  -0.001
C 1.347 0.059 1.156  0.255
C 0.198 -0.702 1.146  0.306
C -0.776 -0.074 0.167  0.149
O -1.608 0.942 0.266  0.096
Er -2.978 2.030 -1.234  2.010
H 1.787 0.298 2.127  0.039
H 2.076 0.477 0.462  0.014
H 0.239 -1.785 1.292  0.011
H -1.322 -1.135 0.556  0.027

Summary:
LUMO (spin up / spin down) = -14.526 / -15.099 eV
HOMO energy (spin up / spin down) = -21.9 / -20.6 eV
energy above the lowest of the compared OMol25 structures with the same formula, charge and spin = 6.406 eV
2S+1 = 4
HOMO-LUMO gap (spin up / spin down) = 7.4041 / 5.5398 eV
max |F| = 5.78 eV Å⁻¹
total charge = +3

=====

Entry 4:
The following is a DFT calculation (ωB97M-V/def2-TZVPD) of a cluster of 3 separate species, C4H14O2 in total at a distorted geometry.

Last column: natural (NBO) charge in e.
Cartesian coordinates (Å):
C -0.825 -1.137 -1.558  -0.607
C -0.602 -0.771 -0.132  -0.413
C -1.311 0.367 0.594  -0.379
C -1.550 1.530 -0.317  -0.604
H -0.667 -0.374 -2.389  0.197
H -0.311 -2.103 -1.759  0.218
H -1.862 -1.285 -1.758  0.195
H -0.865 -1.623 0.328  0.198
H 0.426 -0.689 0.129  0.212
H -0.720 0.663 1.443  0.193
H -2.241 -0.007 0.939  0.187
H -1.927 2.321 0.333  0.201
H -0.613 1.792 -0.713  0.192
H -2.182 1.411 -1.174  0.207
O 3.020 1.596 0.101  -0.961
H 3.800 2.057 -0.049  0.480
H 2.226 2.041 0.299  0.482
O 1.924 -1.938 1.434  -0.916
H 2.181 -2.607 2.105  0.458
H 2.099 -1.245 2.142  0.460

Summary:
LUMO = 0.685 eV
HOMO energy = -10.5 eV
energy above the lowest of the compared OMol25 structures with the same formula, charge and spin = 1.664 eV
HOMO-LUMO gap = 11.1857 eV
max |F| = 3.93 eV Å⁻¹
total charge = 0
SMILES = CCCC.O.O

=====

Entry 5:
The following is a DFT calculation (ωB97M-V/def2-TZVPD) of a cluster of 8 separate species, C43H45ClN12OP in total at a distorted geometry.

Last column: Mulliken charge in e.
Cartesian coordinates (Å):
C 4.155 -0.584 3.275  0.182
C 3.125 -0.838 2.657  -0.520
N 1.740 -1.148 2.433  0.127
C 1.043 -2.365 2.678  0.094
P 1.981 -3.858 3.354  0.526
O 2.995 -4.476 2.138  -0.446
Cl 0.576 -5.407 3.697  -0.238
N -0.295 -2.184 2.310  -0.422
C -0.510 -0.839 1.857  0.481
N -1.587 -0.213 1.454  0.461
N -1.667 1.122 1.071  -0.898
C -2.859 -1.029 1.405  0.329
C -3.316 -1.568 2.833  -1.009
N 0.794 -0.282 1.943  0.244
C 1.337 1.000 1.619  -0.476
C 1.773 1.984 1.028  -0.010
H 5.063 -0.379 3.914  0.401
H 2.946 -3.855 1.372  0.351
H -2.587 1.360 0.686  0.239
H -0.977 1.280 0.326  0.240
H -3.730 -0.447 0.971  -0.273
H -2.647 -1.868 0.657  0.321
H -2.852 -2.608 2.947  0.295
H -4.434 -1.720 2.906  0.351
H -2.903 -0.944 3.693  0.280
H 2.160 2.899 0.463  0.506
N -5.414 0.811 0.215  -0.357
C -5.017 1.786 -0.616  -0.079
C -5.858 2.769 -1.109  -0.785
C -7.190 2.744 -0.726  -0.185
C -7.628 1.746 0.131  -0.680
C -6.708 0.810 0.572  -0.474
H -3.966 1.763 -0.891  0.420
H -5.481 3.534 -1.776  0.381
H -7.881 3.496 -1.092  0.386
H -8.662 1.695 0.450  0.428
H -7.002 0.011 1.246  0.876
N 3.706 3.480 -1.273  -0.250
C 3.996 4.407 -2.198  -0.240
C 4.737 4.151 -3.341  -0.698
C 5.209 2.863 -3.540  -0.105
C 4.926 1.886 -2.600  -0.654
C 4.175 2.241 -1.494  -0.129
H 3.607 5.399 -1.996  0.378
H 4.939 4.938 -4.055  0.380
H 5.793 2.624 -4.421  0.534
H 5.280 0.870 -2.725  0.383
H 3.924 1.510 -0.732  0.403
N 6.042 -3.722 5.607  -0.543
C 5.573 -4.078 4.404  -0.134
C 6.381 -4.358 3.313  -0.152
C 7.755 -4.261 3.473  -0.395
C 8.266 -3.892 4.708  -0.316
C 7.372 -3.637 5.737  -0.273
H 4.492 -4.137 4.328  0.332
H 5.946 -4.645 2.364  0.376
H 8.421 -4.471 2.644  0.373
H 9.333 -3.806 4.869  0.372
H 7.723 -3.349 6.722  0.394
N -8.685 -1.314 1.876  -0.271
C -8.982 -1.783 0.655  -0.023
C -9.917 -2.777 0.417  -0.703
C -10.584 -3.324 1.502  -0.132
C -10.294 -2.858 2.776  -0.485
C -9.345 -1.858 2.908  -0.338
H -8.432 -1.326 -0.162  0.381
H -10.118 -3.115 -0.592  0.358
H -11.321 -4.104 1.357  0.376
H -10.795 -3.262 3.646  0.369
H -9.087 -1.459 3.883  0.386
N 0.272 4.883 4.449  -0.536
C 0.864 4.527 3.302  -0.070
C 2.016 5.123 2.811  0.075
C 2.589 6.149 3.548  -0.502
C 1.994 6.536 4.738  -0.319
C 0.845 5.875 5.143  -0.273
H 0.377 3.723 2.760  0.359
H 2.454 4.793 1.878  0.168
H 3.489 6.640 3.198  0.376
H 2.413 7.334 5.339  0.372
H 0.346 6.140 6.069  0.363
N 4.226 -0.882 -4.509  -0.299
C 4.285 0.030 -5.493  0.387
C 3.918 -0.226 -6.805  -0.586
C 3.467 -1.498 -7.122  -0.411
C 3.398 -2.459 -6.126  -0.379
C 3.785 -2.102 -4.845  -0.282
H 4.646 1.007 -5.196  -0.102
H 3.984 0.549 -7.557  0.359
H 3.172 -1.737 -8.137  0.497
H 3.050 -3.461 -6.340  0.379
H 3.744 -2.819 -4.031  0.380
N -1.697 -0.181 -4.691  -0.466
C -2.171 -0.544 -5.891  -0.273
C -1.367 -0.806 -6.991  -0.469
C 0.005 -0.681 -6.842  -0.151
C 0.521 -0.305 -5.612  0.226
C -0.367 -0.069 -4.575  -0.611
H -3.251 -0.625 -5.957  0.340
H -1.804 -1.098 -7.937  0.374
H 0.667 -0.875 -7.678  0.340
H 1.587 -0.196 -5.461  0.245
H -0.011 0.224 -3.592  0.462

Summary:
LUMO = -3.676 eV
HOMO energy = -11.3 eV
HOMO-LUMO gap = 7.6259 eV
max |F| = 4.87 eV Å⁻¹
total charge = +1

=====

Entry 6:
The following is a DFT calculation (ωB97M-V/def2-TZVPD) of a structure of composition C58H41Cl4IrN8O2S2 at a distorted geometry.

Last column: Löwdin spin population.
Cartesian coordinates (Å):
Ir 0.653 0.567 0.234  0.020
Cl 1.336 -5.832 7.055  0.000
C 1.168 -4.534 5.920  0.000
C 2.163 -4.307 4.985  0.000
C 2.003 -3.287 4.060  0.000
C 0.861 -2.486 4.049  0.000
C -0.102 -2.711 5.032  0.000
C 0.042 -3.729 5.961  0.000
C 0.704 -1.445 2.992  0.000
C -0.486 -1.391 2.240  0.002
C -1.674 -2.195 2.439  -0.001
C -2.631 -1.721 1.615  0.001
C -2.037 -0.671 0.817  -0.001
C -2.634 0.010 -0.234  0.004
C -4.105 -0.163 -0.437  0.000
C -4.939 0.951 -0.387  0.000
C -6.303 0.839 -0.611  0.000
C -6.840 -0.405 -0.896  0.000
Cl -8.541 -0.558 -1.193  0.000
C -6.032 -1.528 -0.951  0.000
C -4.670 -1.402 -0.727  0.000
C -1.956 0.766 -1.216  0.000
N -0.612 0.964 -1.273  0.003
C -0.279 1.388 -2.525  0.002
C 1.057 1.532 -2.976  0.001
C 1.382 1.384 -4.423  0.000
C 0.714 2.044 -5.453  0.000
C 0.996 1.776 -6.780  0.000
C 1.955 0.828 -7.097  0.000
Cl 2.287 0.464 -8.760  0.000
C 2.651 0.171 -6.099  0.000
C 2.366 0.459 -4.774  0.000
C 2.136 1.702 -2.106  0.000
C 3.448 2.188 -2.452  0.002
C 4.107 2.432 -1.293  0.000
C 3.228 2.072 -0.205  0.002
N 2.071 1.617 -0.741  0.000
C 3.466 2.143 1.203  -0.003
C 2.968 1.161 2.059  0.001
C 3.529 0.769 3.337  0.000
C 2.821 -0.288 3.788  0.001
C 1.767 -0.547 2.828  0.000
N 1.919 0.319 1.788  -0.002
C 4.190 3.293 1.823  0.000
C 3.834 3.678 3.119  0.000
C 4.434 4.752 3.758  0.000
C 5.407 5.477 3.096  -0.001
Cl 6.169 6.817 3.883  0.000
C 5.756 5.150 1.796  0.000
C 5.145 4.079 1.169  0.000
C -1.493 1.537 -3.275  -0.001
C -2.522 1.189 -2.465  0.000
N -0.745 -0.502 1.243  0.003
H 3.049 -4.926 4.979  0.000
H 2.776 -3.126 3.318  0.000
H -0.962 -2.057 5.097  0.000
H -0.713 -3.896 6.717  0.000
H -1.765 -3.029 3.112  0.000
H -3.648 -2.066 1.547  0.000
H -4.514 1.922 -0.162  0.000
H -6.944 1.708 -0.566  0.000
H -6.470 -2.492 -1.170  0.000
H -4.037 -2.277 -0.797  0.000
H -0.006 2.816 -5.231  0.000
H 0.465 2.291 -7.569  0.000
H 3.393 -0.571 -6.355  0.000
H 2.881 -0.091 -3.996  0.000
H 3.807 2.372 -3.451  0.000
H 5.126 2.760 -1.215  0.000
H 4.395 1.218 3.793  0.000
H 2.970 -0.828 4.708  0.000
H 3.042 3.151 3.633  0.000
H 4.143 5.031 4.761  0.000
H 6.505 5.732 1.278  0.000
H 5.437 3.857 0.160  0.000
H -1.579 1.860 -4.293  0.000
H -3.572 1.192 -2.708  0.000
C -0.150 4.174 3.953  0.000
C -1.158 3.399 3.098  0.000
C -1.807 2.260 3.900  0.000
C -2.223 4.336 2.512  0.000
C -0.440 2.760 1.981  0.001
N 0.114 2.259 1.111  -0.001
H -0.687 4.678 4.755  0.000
H 0.375 4.925 3.362  0.000
H 0.586 3.502 4.395  0.000
H -2.329 2.691 4.755  0.000
H -1.056 1.559 4.265  0.000
H -2.525 1.710 3.290  0.000
H -2.789 4.777 3.332  0.000
H -2.912 3.790 1.867  0.000
H -1.766 5.138 1.934  0.000
N -4.522 -6.273 -3.405  0.004
C -3.531 -5.334 -3.506  0.004
C -3.816 -3.976 -3.297  -0.001
C -2.827 -3.028 -3.414  0.004
C -1.526 -3.425 -3.719  0.007
C -1.219 -4.771 -3.904  0.004
C -2.214 -5.718 -3.791  0.003
S -0.331 -2.218 -4.040  0.013
O 0.903 -2.864 -4.415  0.002
O -0.877 -1.201 -4.875  0.008
N -0.113 -1.486 -2.537  0.249
C 0.852 -1.847 -1.793  0.011
S 1.887 -3.272 -2.088  0.144
C 2.660 -3.022 -0.630  0.261
C 2.200 -1.874 0.006  0.097
N 1.213 -1.222 -0.601  0.144
H -5.478 -5.965 -3.422  0.000
H -4.354 -7.187 -3.789  0.000
H -4.831 -3.674 -3.070  0.000
H -3.056 -1.975 -3.297  0.000
H -0.208 -5.057 -4.158  0.001
H -1.985 -6.765 -3.944  0.000
H 3.443 -3.675 -0.282  0.010
H 2.589 -1.493 0.930  0.002

Summary:
LUMO (spin up / spin down) = -3.706 / -5.058 eV
HOMO energy (spin up / spin down) = -9.1 / -9.1 eV
energy above the lowest of the compared OMol25 structures with the same formula, charge and spin = 0.480 eV
2S+1 = 2
HOMO-LUMO gap (spin up / spin down) = 5.3838 / 4.0330 eV
max |F| = 1.34 eV Å⁻¹
total charge = +1

=====

| no. | energy (Eh) |
| --- | --- |
| 1 | -288.51265 |
| 2 | -365.39422 |
| 3 | -1319.99706 |
| 4 | -311.21882 |
| 5 | -3198.88100 |
| 6 | -5564.71710 |